A structure of composition C33H31AsClCoNO2SSi, computed with ωB97M-V with the def2-TZVPD basis set.

Last column: Löwdin charge in e.
Positions of all 72 atoms, in Å:
Co -0.36891 -0.73789 -1.01504  0.283
C -1.67128 4.66485 0.81998  -0.195
Si -0.96583 4.63092 -0.90434  0.499
C -2.33679 4.54471 -2.17337  -0.170
C 0.03683 6.19745 -1.14197  -0.192
C 0.20052 3.18574 -1.23715  -0.235
C 1.40726 3.39409 -1.88419  -0.076
C 2.25401 2.33737 -2.23275  -0.059
C 1.84454 1.06353 -1.92593  -0.113
N 0.68520 0.83169 -1.30527  -0.093
C -0.14045 1.84364 -0.95416  -0.699
S -1.60419 1.28642 -0.22732  0.691
H -2.18953 5.61648 0.96704  0.030
H -0.88007 4.58962 1.57014  0.035
H -2.37099 3.84826 0.98750  -0.001
H -3.21926 5.10516 -1.85746  0.031
H -2.63785 3.50595 -2.32776  0.017
H -2.00040 4.95069 -3.13033  0.030
H -0.56500 7.06211 -0.85115  0.031
H 0.33866 6.34921 -2.18057  0.029
H 0.93567 6.19679 -0.52093  0.035
H 1.71510 4.40357 -2.13248  0.093
H 3.19863 2.50303 -2.73007  0.101
H 2.44121 0.19411 -2.16873  0.107
Cl -6.73045 -1.39577 -4.21404  0.642
C -5.07109 -1.16151 -3.74069  -0.673
C -4.25367 -0.29778 -4.50779  -0.086
C -2.94752 -0.09196 -4.18583  0.011
C -2.35750 -0.72337 -3.04642  -0.344
O -1.12792 -0.51628 -2.77972  -0.099
C -3.20264 -1.58408 -2.28821  -0.133
C -2.69186 -2.31429 -1.19143  -0.147
O -1.55490 -2.21986 -0.68773  -0.129
C -4.55593 -1.79691 -2.65867  -0.065
H -4.68930 0.20565 -5.36171  0.107
H -2.32323 0.57211 -4.76818  0.120
H -3.35514 -3.06902 -0.74930  0.140
H -5.17134 -2.46883 -2.07278  0.115
C -0.40927 -0.40871 5.33374  -0.084
C 0.55228 -1.38838 5.10734  -0.080
C 0.91227 -1.71494 3.81097  -0.110
C 0.31644 -1.05711 2.73451  -0.369
C -0.64127 -0.07899 2.95929  -0.101
C -1.00200 0.24197 4.26499  -0.074
As 0.83884 -1.54798 0.93711  1.385
C 0.90272 -3.47797 1.15971  -0.357
C -0.29346 -4.12579 1.46129  -0.112
C -0.31507 -5.49837 1.64697  -0.077
C 0.85551 -6.23726 1.52741  -0.087
C 2.04710 -5.59633 1.23187  -0.081
C 2.07289 -4.21744 1.05000  -0.098
C 2.70570 -1.03706 0.88493  -0.367
C 3.48004 -1.44548 -0.19972  -0.156
C 4.79428 -1.02191 -0.32442  -0.084
C 5.33843 -0.16422 0.62288  -0.083
C 4.56589 0.26249 1.69122  -0.074
C 3.25246 -0.17259 1.82540  -0.085
H -0.69357 -0.15649 6.34751  0.103
H 1.01659 -1.89951 5.94096  0.104
H 1.65327 -2.48683 3.63699  0.108
H -1.09033 0.44293 2.12306  0.016
H -1.74889 1.00614 4.43838  0.106
H -1.20982 -3.55758 1.55922  0.101
H -1.24744 -5.99332 1.88696  0.104
H 0.83707 -7.30996 1.67066  0.103
H 2.96515 -6.16381 1.14836  0.103
H 3.01639 -3.73097 0.84190  0.087
H 3.05966 -2.09658 -0.95980  0.107
H 5.39005 -1.35393 -1.16521  0.106
H 6.36179 0.17382 0.52352  0.103
H 4.98272 0.93852 2.42668  0.105
H 2.65893 0.16805 2.66410  0.100

- HOMO level (alpha / beta) (eV) = -7.41 / -7.37
- 2S+1 = 2
- expectation value of S² = 0.76
- energy relative to the best compared isomer or geometry (same formula, charge and spin) (kcal per mole) = 0.0
- HOMO-LUMO gap (alpha / beta) (eV) = 7.34 / 7.33

A cluster of 3 separate species, C5H8ClN in total at a distorted geometry, computed with ωB97M-V with the def2-TZVPD basis set.

Last column: Löwdin charge in e.
Positions of all 15 atoms, in Å:
C 0.90132 2.03670 -1.04572  -0.086
C 1.64672 1.06561 -0.68421  -0.221
C 2.58461 0.12342 -0.70064  -0.003
H 0.90715 2.47013 -1.99401  0.044
H 0.07387 2.55376 -0.42919  0.092
H 3.65180 0.30114 -0.33562  0.090
H 2.42919 -0.83515 -0.90375  -0.013
C -2.13613 -1.35198 1.62782  -0.084
C -0.77334 -1.18358 1.22646  -0.322
N 0.30054 -1.26711 0.83703  0.164
H -2.04488 -1.60624 2.80051  0.144
H -2.58075 -0.44802 1.27927  0.051
H -2.67658 -2.20399 1.21318  0.085
Cl -1.75440 0.30686 -1.70577  0.264
H -0.52913 0.03846 -1.18534  -0.209

- structure (SMILES) = C=C=C.CC#N.Cl
- HOMO level (eV) = -9.49
- energy relative to the best compared isomer or geometry (same formula, charge and spin) (kcal per mole) = 67.9
- HOMO-LUMO gap (eV) = 10.20

A structure of composition C26H28F6N5O9S2SeY at a distorted geometry, computed with ωB97M-V with the def2-TZVPD basis set.

Last column: Löwdin charge in e.
Positions of all 78 atoms, in Å:
Y -0.04880 -0.67800 0.51180  1.492
O -0.80360 3.16590 0.12680  0.016
C -0.00390 2.41140 0.65630  -0.607
O 0.54170 1.39280 0.09450  -0.365
C 0.48370 2.71320 2.09930  -0.084
C 1.83190 2.01280 2.30490  -0.267
C 2.45310 2.44430 3.64720  -0.093
C 1.65410 1.58670 4.64020  -0.104
C 0.63000 0.94500 3.68930  -0.253
O 1.42110 0.66400 2.53680  -0.140
C -0.35320 2.03380 3.21190  -0.093
C -1.70880 1.36710 2.77460  -0.626
O -2.70160 1.69800 3.41630  0.011
O -1.63920 0.50770 1.85830  -0.098
H 0.51200 3.79980 2.22040  0.153
H 2.50800 2.06080 1.45320  0.134
H 3.51300 2.19700 3.67340  0.104
H 2.32310 3.51400 3.81190  0.112
H 2.28790 0.82270 5.09080  0.106
H 1.17640 2.16200 5.43050  0.108
H 0.16300 0.03130 4.05850  0.161
H -0.58320 2.73510 4.02180  0.143
F 4.15540 -2.57020 2.51840  0.112
C 3.37000 -1.50780 2.26200  -0.626
F 3.90740 -0.49070 2.93350  0.136
F 2.18450 -1.79150 2.80420  0.111
S 3.26900 -1.30590 0.37520  0.589
O 2.13920 -2.12210 0.03600  -0.331
O 4.55660 -1.78530 -0.02340  -0.261
N 3.07900 0.23670 0.17230  -0.280
S 2.43300 0.65990 -1.20920  0.589
O 1.40550 -0.21090 -1.71410  -0.424
O 2.49210 2.05140 -1.49980  -0.242
C 3.87070 0.05370 -2.33460  -0.628
F 5.08960 0.30630 -1.83120  0.106
F 3.79370 -1.26420 -2.56700  0.102
F 3.86280 0.63820 -3.55150  0.105
Se -0.99350 1.27590 -2.09700  1.190
N -1.51840 -0.23470 -1.27340  -0.352
C -2.55240 -0.76540 -1.96030  -0.390
C -3.24900 -1.92640 -1.61080  -0.062
C -4.27530 -2.37280 -2.42590  -0.140
C -4.62540 -1.68900 -3.58950  -0.154
C -3.96590 -0.53070 -3.95340  -0.077
C -2.92320 -0.04610 -3.15060  -0.439
N -2.20130 1.05380 -3.40980  -0.281
H -2.99640 -2.45210 -0.70040  0.078
H -4.82220 -3.26380 -2.14170  0.083
H -5.43420 -2.06540 -4.20610  0.077
H -4.22370 0.02260 -4.84450  0.088
N -0.67080 -2.84690 -3.86090  -0.064
N 0.18960 -2.90040 -2.71620  -0.068
H -0.52150 -1.99620 -4.41470  0.063
H -1.62090 -2.78510 -3.49470  0.036
H 0.26310 -1.99520 -2.24010  0.018
H 1.12430 -3.14450 -3.03160  0.064
C -0.46400 -4.27280 0.07040  -0.067
C -0.97340 -3.84430 1.45580  -0.593
C -0.40960 -4.81900 2.51100  -0.059
C -0.53210 -2.43360 1.76430  -0.160
C -2.50010 -3.96880 1.46550  -0.191
C -3.30020 -2.86790 1.76050  -0.040
C -4.68080 -2.95860 1.70180  -0.079
C -5.29550 -4.15090 1.35760  -0.116
C -4.51170 -5.26050 1.08800  -0.106
C -3.13160 -5.16590 1.14000  -0.050
H 0.60540 -4.08510 -0.00090  0.063
H -0.95290 -3.68680 -0.70430  0.052
H -0.64720 -5.33040 -0.11710  0.075
H 0.67570 -4.75100 2.52260  0.077
H -0.68880 -5.84840 2.29230  0.064
H -0.78600 -4.56910 3.50070  0.078
H -0.56660 -2.30490 2.85850  0.036
H -2.83510 -1.91950 2.00410  0.097
H -5.27680 -2.08290 1.91600  0.105
H -6.37450 -4.21840 1.28320  0.089
H -4.97590 -6.20710 0.83170  0.090
H -2.54130 -6.04270 0.90970  0.100

- HOMO level (alpha / beta) (eV) = -2.54 / -0.17
- energy relative to the best compared isomer or geometry (same formula, charge and spin) (kcal per mole) = 56.4
- total charge = -2
- HOMO-LUMO gap (alpha / beta) (eV) = 6.83 / 4.45

A structure of composition C31H22Cl2N6O2PrS2 at a distorted geometry, computed with ωB97M-V with the def2-TZVPD basis set.

Last column: Löwdin charge in e.
Positions of all 66 atoms, in Å:
Pr -0.67920 0.29878 0.46431  0.765
N 8.58892 -0.18433 -4.17537  0.148
C 7.53017 -0.18988 -3.72646  -0.192
C 6.22129 -0.21524 -3.15905  -0.235
C 6.01202 0.26299 -1.86321  -0.014
C 4.75620 0.18812 -1.29699  -0.007
C 3.67627 -0.35173 -2.00492  -0.158
C 3.88888 -0.77993 -3.31782  -0.010
C 5.14527 -0.72442 -3.88718  -0.016
C 2.35988 -0.50110 -1.35393  -0.027
C 2.36786 -1.06631 -0.05252  -0.256
C 3.40940 -1.85649 0.50155  -0.041
C 3.01096 -2.19859 1.77826  -0.071
C 1.75276 -1.60361 1.96734  -0.126
N 1.34796 -0.93950 0.87967  -0.067
C 1.22357 -0.09892 -2.07289  -0.309
C 1.19108 0.68323 -3.26300  -0.048
C -0.13215 0.82626 -3.60993  -0.057
C -0.87228 0.12333 -2.63603  -0.133
N -0.08039 -0.42212 -1.70827  -0.081
H 6.84312 0.68394 -1.31362  0.120
H 4.59303 0.55476 -0.29343  0.129
H 3.05931 -1.20080 -3.86945  0.124
H 5.31077 -1.08863 -4.89233  0.119
H 4.30515 -2.17307 -0.00838  0.107
H 3.54438 -2.79743 2.49916  0.089
H 1.15165 -1.64523 2.86305  0.104
H 2.04043 1.12723 -3.75758  0.111
H -0.53670 1.38001 -4.44162  0.102
H -1.94162 -0.03835 -2.60918  0.125
S -0.24948 2.05895 2.86633  0.597
C -0.75679 0.61727 3.55836  -1.131
N -1.13052 -0.43956 2.85712  -0.131
C -1.34812 -1.55172 3.64919  -0.324
C -1.62974 -2.83747 3.18550  -0.018
C -1.74177 -3.87122 4.09911  -0.094
C -1.59962 -3.64353 5.46630  -0.112
C -1.33147 -2.36945 5.94293  -0.106
C -1.20073 -1.33465 5.03016  -0.480
S -0.76882 0.33235 5.30785  1.003
H -1.73224 -3.00955 2.12265  0.109
H -1.93136 -4.87772 3.74764  0.098
H -1.67879 -4.46663 6.16513  0.094
H -1.20852 -2.18597 7.00284  0.101
Cl 0.44193 2.66892 -0.66237  0.776
C -1.06376 3.32177 -1.30958  -0.524
C -0.98418 4.36703 -2.19868  -0.157
C -2.13877 4.95716 -2.69399  -0.150
C -3.36906 4.46916 -2.25608  -0.166
C -3.42971 3.41747 -1.37393  -0.603
Cl -5.00979 2.86541 -0.88306  0.636
C -2.28551 2.71926 -0.82031  -0.518
N -2.34742 1.70687 0.00560  -0.176
H -0.00954 4.72779 -2.50718  0.095
H -2.08386 5.77990 -3.39340  0.079
H -4.29310 4.91451 -2.60334  0.087
N -4.51753 0.31010 1.74403  0.004
C -5.09435 -0.45776 0.64996  -0.173
C -3.97313 -1.20989 -0.05959  -0.508
O -4.05597 -1.74930 -1.12606  0.112
O -2.85237 -1.27480 0.69547  -0.043
H -5.23164 0.69175 2.35016  0.088
H -3.96932 1.10153 1.33519  0.049
H -3.09784 -0.69916 1.49447  0.069
H -5.65014 0.11512 -0.09315  0.093
H -5.76495 -1.21693 1.06454  0.127

- HOMO level (alpha / beta) (eV) = -3.61 / -3.62
- 2S+1 = 3
- expectation value of S² = 2.00
- energy relative to the best compared isomer or geometry (same formula, charge and spin) (kcal per mole) = 0.0
- total charge = -1
- HOMO-LUMO gap (alpha / beta) (eV) = 4.59 / 4.61

A structure of composition C31H44IrN4P2 at a distorted geometry, computed with ωB97M-V with the def2-TZVPD basis set.

Last column: Löwdin charge in e.
Positions of all 82 atoms, in Å:
Ir -0.17178 -0.38459 -1.32392  1.508
C -1.12067 1.63326 -1.19608  -0.254
C -1.66699 0.86630 -2.24989  -0.309
C -1.28844 1.11873 -3.68498  -0.238
C -0.09709 0.28605 -4.17097  -0.330
C 0.89808 -0.11732 -3.12132  -0.389
C 1.45202 0.79811 -2.16901  -0.285
C 1.16197 2.27081 -2.18589  -0.194
C -0.09707 2.71750 -1.41961  -0.188
C 1.14088 -1.78423 -0.80832  -0.309
H -1.73751 1.72710 -0.30147  0.099
H -2.60762 0.33764 -2.05442  0.101
H -1.08616 2.18879 -3.84250  0.105
H -2.16394 0.91660 -4.32848  0.047
H -0.46395 -0.63847 -4.65508  0.043
H 0.41775 0.85743 -4.95827  0.063
H 1.51610 -0.99237 -3.33927  0.074
H 2.39754 0.49769 -1.70805  0.108
H 1.08320 2.59124 -3.23060  0.104
H 2.02604 2.81332 -1.77680  0.120
H 0.19993 3.12997 -0.44173  0.118
H -0.55964 3.56383 -1.94619  0.116
H 1.51105 -1.56878 0.20176  0.020
H 1.95110 -1.88250 -1.54272  0.008
H 0.60213 -2.73532 -0.75627  0.015
P 1.30717 -0.77556 -6.76205  1.135
P -2.22953 0.06110 -6.87883  1.154
N 2.64175 0.31547 -7.03298  -0.279
N 2.06965 -2.14650 -7.70734  -0.180
N -2.34023 1.69504 -7.65331  -0.251
N -3.70945 -0.67849 -7.52340  -0.216
C 0.29116 -0.08126 -8.12133  -0.401
C -1.13224 -0.67375 -8.18206  -0.387
C 3.80950 0.17237 -6.27282  -0.137
C 4.83049 0.87262 -6.88756  -0.059
C 4.29528 1.47274 -8.07714  -0.052
C 2.96313 1.10540 -8.14540  -0.143
C 2.31684 -3.41467 -7.17847  0.003
C 2.71866 -4.27662 -8.19689  0.029
C 2.67754 -3.52768 -9.41847  0.027
C 2.33727 -2.22074 -9.08018  0.007
C -2.36879 2.90447 -6.93926  -0.119
C -2.21743 3.96105 -7.82142  -0.057
C -2.05993 3.41174 -9.12968  -0.054
C -2.14424 2.03387 -9.00508  -0.173
C -4.60830 -0.26156 -8.51606  0.035
C -5.49651 -1.29706 -8.77539  0.040
C -5.10625 -2.41630 -7.96663  0.027
C -3.99658 -2.02640 -7.23303  -0.001
H 0.77748 -0.22549 -9.10569  0.070
H 0.25253 1.01174 -7.97410  0.086
H -1.55870 -0.50478 -9.18198  0.074
H -1.09493 -1.75950 -8.01332  0.075
H 3.77951 -0.42207 -5.37056  0.105
H 5.85501 0.94452 -6.54626  0.109
H 4.81858 2.08538 -8.80434  0.111
H 2.22700 1.34790 -8.89868  0.098
H 2.16651 -3.59912 -6.12375  0.140
H 3.01620 -5.31553 -8.09598  0.132
H 2.84520 -3.90129 -10.42141  0.130
H 2.25639 -1.35688 -9.72453  0.130
H -2.50342 2.89451 -5.87364  0.096
H -2.19169 5.01234 -7.57278  0.111
H -1.87519 3.94027 -10.04920  0.109
H -2.06706 1.26947 -9.76138  0.095
H -4.54658 0.73043 -8.94985  0.141
H -6.33306 -1.26259 -9.46303  0.135
H -5.58189 -3.38253 -7.93837  0.129
H -3.38127 -2.57809 -6.53972  0.141
C -2.01116 -0.99496 2.61965  -0.080
C -1.34875 -0.17259 1.51375  -0.503
C 0.04133 0.31652 1.86830  -0.090
C -1.34416 -1.01299 0.20523  -0.339
H -1.39943 -1.87022 2.87842  0.085
H -2.98888 -1.35745 2.27155  0.082
H -2.16452 -0.41062 3.52969  0.082
H -1.99518 0.67996 1.28956  0.103
H 0.66452 -0.52829 2.17641  0.082
H 0.51050 0.80740 1.00411  0.048
H 0.02286 1.04191 2.68765  0.088
H -1.07564 -2.05413 0.44593  0.062
H -2.37610 -0.99549 -0.17792  0.063

- HOMO level (alpha / beta) (eV) = -8.77 / -12.67
- 2S+1 = 6
- expectation value of S² = 8.78
- energy relative to the best compared isomer or geometry (same formula, charge and spin) (kcal per mole) = 0.0
- total charge = +2
- HOMO-LUMO gap (alpha / beta) (eV) = 3.24 / 3.09